[1]
{
  "formula": "H36O18",
  "method": "the ωB97M-V functional and the def2-TZVPD basis",
  "orbital_gap_ev": 10.41,
  "largest_force_ev_per_a": 1.21,
  "e_homo_ev": -10.5,
  "symbols": ["O", "H", "H", "O", "H", "H", "O", "H", "H", "O", "H", "H", "O", "H", "H", "O", "H", "H", "O", "H", "H", "O", "H", "H", "O", "H", "H", "O", "H", "H", "O", "H", "H", "O", "H", "H", "O", "H", "H", "O", "H", "H", "O", "H", "H", "O", "H", "H", "O", "H", "H", "O", "H", "H"],
  "positions_angstrom": [[-4.04, -0.27, 1.42], [-4.98, -0.27, 1.56], [-3.80, 0.65, 1.33], [-1.18, -4.30, -1.81], [-1.21, -5.23, -1.58], [-1.40, -3.85, -1.00], [0.97, -3.89, -3.42], [0.10, -4.15, -3.11], [1.48, -4.70, -3.43], [0.23, 1.36, 5.16], [-0.31, 1.24, 4.38], [0.42, 2.30, 5.19], [2.11, 2.26, -1.36], [1.55, 1.93, -2.06], [2.82, 1.62, -1.31], [0.27, 0.89, -2.85], [-0.62, 0.68, -3.15], [0.77, 0.09, -3.00], [-0.27, 1.73, 2.21], [0.28, 2.47, 1.98], [-0.25, 1.17, 1.44], [-3.96, -3.26, 2.30], [-4.36, -2.40, 2.12], [-4.67, -3.89, 2.14], [-0.13, 0.01, 0.04], [0.33, 0.22, -0.77], [-0.56, -0.83, -0.14], [2.04, -1.43, -3.18], [2.60, -1.19, -2.45], [1.78, -2.33, -2.99], [3.16, 0.85, 1.00], [3.52, 1.67, 1.33], [2.23, 0.88, 1.26], [-3.24, 1.14, -3.26], [-3.26, 1.54, -2.40], [-3.85, 0.40, -3.20], [-1.66, 3.99, 2.81], [-2.50, 3.85, 2.38], [-1.12, 3.24, 2.54], [3.52, -2.33, -0.67], [4.40, -2.22, -0.33], [3.35, -3.27, -0.63], [1.21, 3.50, 0.90], [1.00, 4.37, 0.55], [1.52, 3.00, 0.15], [-2.77, 2.84, -0.88], [-3.21, 3.45, -0.29], [-2.19, 3.39, -1.40], [-1.16, -3.02, 1.09], [-0.46, -2.37, 1.12], [-1.56, -2.98, 1.96], [5.89, 0.78, 0.62], [4.94, 0.68, 0.67], [6.24, 0.00, 1.04]],
  "lowdin_charge": [-0.036, 0.036, 0.031, -0.035, 0.056, 0.019, -0.042, -0.001, 0.053, -0.062, -0.005, 0.026, -0.039, 0.004, 0.047, -0.044, 0.048, 0.007, -0.066, -0.010, -0.003, -0.038, 0.001, 0.038, -0.017, 0.018, 0.037, -0.053, 0.013, -0.016, -0.038, 0.058, 0.034, -0.049, -0.016, 0.035, -0.056, 0.015, -0.038, -0.033, 0.039, 0.041, -0.040, 0.065, -0.013, -0.033, 0.041, 0.053, -0.036, 0.023, 0.031, -0.051, -0.034, 0.031]
}

***

[2]
{
  "formula": "H36O18",
  "method": "the ωB97M-V functional and the def2-TZVPD basis",
  "orbital_gap_ev": 9.93,
  "largest_force_ev_per_a": 1.11,
  "e_homo_ev": -10.5,
  "symbols": ["O", "H", "H", "O", "H", "H", "O", "H", "H", "O", "H", "H", "O", "H", "H", "O", "H", "H", "O", "H", "H", "O", "H", "H", "O", "H", "H", "O", "H", "H", "O", "H", "H", "O", "H", "H", "O", "H", "H", "O", "H", "H", "O", "H", "H", "O", "H", "H", "O", "H", "H", "O", "H", "H"],
  "positions_angstrom": [[18.51, 8.40, 18.68], [18.00, 9.12, 19.05], [17.93, 8.02, 18.02], [18.09, 5.72, 16.50], [17.28, 6.19, 16.69], [18.08, 4.98, 17.11], [15.80, 7.42, 16.93], [15.64, 7.26, 16.00], [14.94, 7.69, 17.27], [13.52, 3.34, 21.77], [14.36, 2.89, 21.64], [13.76, 4.16, 22.20], [20.15, 7.40, 21.45], [20.50, 8.20, 21.84], [19.22, 7.58, 21.32], [18.71, 3.32, 24.54], [17.96, 2.89, 24.94], [18.37, 3.68, 23.72], [18.29, -0.47, 19.02], [19.06, -0.42, 19.59], [17.65, -0.98, 19.51], [12.73, 1.78, 18.88], [13.01, 2.68, 19.01], [13.53, 1.31, 18.68], [16.59, 1.07, 17.63], [15.96, 0.49, 18.05], [17.42, 0.89, 18.08], [16.05, 1.48, 21.44], [16.69, 1.06, 22.03], [15.47, 0.78, 21.17], [17.36, 3.63, 18.89], [16.77, 3.88, 19.59], [17.05, 2.77, 18.61], [15.18, 1.37, 15.15], [15.64, 1.38, 15.99], [15.55, 2.10, 14.66], [19.79, 3.10, 20.83], [18.85, 2.88, 20.80], [19.91, 3.71, 20.10], [14.91, -0.95, 19.01], [15.47, -1.54, 19.52], [14.32, -1.53, 18.53], [17.95, 0.47, 23.02], [18.74, 0.17, 22.57], [18.26, 0.76, 23.88], [17.56, 4.96, 22.21], [16.78, 5.25, 21.74], [17.85, 5.73, 22.70], [17.38, -1.47, 15.56], [17.35, -1.00, 16.39], [17.71, -2.34, 15.78], [15.32, 6.33, 21.47], [15.24, 7.02, 20.82], [14.45, 6.26, 21.86]],
  "lowdin_charge": [-0.041, 0.025, -0.008, -0.050, -0.031, 0.004, -0.035, 0.058, 0.051, -0.041, -0.008, 0.009, -0.046, 0.029, 0.007, -0.047, 0.025, -0.009, -0.015, 0.063, 0.037, -0.044, 0.023, -0.001, -0.053, 0.007, 0.015, -0.046, -0.030, 0.029, -0.025, 0.030, -0.003, -0.058, -0.027, 0.029, -0.061, -0.011, 0.030, -0.018, 0.044, 0.070, -0.026, 0.061, 0.052, -0.045, -0.019, 0.043, -0.043, -0.009, 0.026, -0.024, 0.058, 0.051]
}

***

[3]
{
  "formula": "H36O18",
  "method": "the ωB97M-V functional and the def2-TZVPD basis",
  "orbital_gap_ev": [10.02, 2.25],
  "largest_force_ev_per_a": 6.69,
  "e_homo_ev": [-13.3, -13.3],
  "total_charge": 1,
  "spin_multiplicity": 2,
  "s_squared": 0.756,
  "symbols": ["O", "H", "H", "O", "H", "H", "O", "H", "H", "O", "H", "H", "O", "H", "H", "O", "H", "H", "O", "H", "H", "O", "H", "H", "O", "H", "H", "O", "H", "H", "O", "H", "H", "O", "H", "H", "O", "H", "H", "O", "H", "H", "O", "H", "H", "O", "H", "H", "O", "H", "H", "O", "H", "H"],
  "positions_angstrom": [[0.85, 5.61, -1.26], [1.00, 5.19, -2.12], [-0.18, 5.53, -1.31], [2.27, -3.78, -1.66], [3.12, -3.39, -1.70], [1.58, -3.35, -2.00], [0.18, -2.49, -3.24], [-0.27, -3.39, -3.13], [-0.41, -1.81, -2.96], [-0.83, 1.64, 0.20], [-0.80, 2.59, 0.15], [-1.55, 1.56, 0.82], [-1.14, -0.26, -6.06], [-1.47, -0.73, -5.25], [-2.00, 0.10, -6.22], [2.13, -4.28, 0.95], [1.66, -3.57, 1.29], [1.93, -4.10, 0.01], [-1.67, 3.44, -2.67], [-2.60, 3.36, -2.43], [-1.75, 2.54, -3.18], [4.45, 0.54, -2.64], [4.38, 1.41, -2.66], [4.44, 0.05, -1.84], [-3.78, 2.01, 1.10], [-3.57, 1.99, 0.19], [-3.71, 2.99, 1.30], [-2.30, 4.12, 2.87], [-2.38, 3.80, 3.73], [-1.80, 4.88, 2.67], [1.13, 0.84, 2.84], [0.32, 0.38, 2.46], [0.77, 1.72, 2.43], [-1.17, -2.06, 1.45], [-1.68, -2.79, 1.04], [-0.50, -2.63, 1.72], [-1.41, -0.63, -1.21], [-1.45, -0.22, -0.36], [-0.48, -0.41, -1.27], [-0.72, -4.35, -0.48], [-0.15, -5.14, -0.77], [-1.74, -4.57, -0.62], [-1.45, 0.36, 4.00], [-1.81, -0.46, 3.61], [-0.90, 0.24, 4.75], [3.98, -0.27, 4.78], [3.47, 0.52, 4.69], [3.41, -0.91, 5.19], [5.36, -1.68, 2.25], [5.26, -1.79, 3.22], [4.50, -1.80, 1.89], [-5.20, 1.12, -1.42], [-4.43, 0.97, -0.85], [-5.72, 1.75, -0.92]],
  "lowdin_spin": [0.000, 0.000, 0.000, 0.015, 0.000, 0.000, 0.000, 0.000, 0.000, 0.002, 0.000, 0.000, 0.000, 0.000, 0.000, 0.289, 0.004, 0.002, 0.000, 0.000, 0.000, 0.000, 0.000, 0.000, 0.000, 0.000, 0.000, 0.000, 0.000, 0.000, 0.244, -0.003, -0.001, 0.000, 0.000, 0.000, 0.000, 0.000, 0.000, 0.006, 0.000, 0.000, 0.076, 0.000, -0.001, 0.047, 0.000, 0.000, 0.320, 0.001, -0.001, 0.000, 0.000, 0.000]
}

***

[4]
{
  "formula": "H37O18",
  "method": "the ωB97M-V functional and the def2-TZVPD basis",
  "orbital_gap_ev": [2.81, 10.42],
  "largest_force_ev_per_a": 9.00,
  "e_homo_ev": [-2.7, -10.5],
  "spin_multiplicity": 2,
  "s_squared": 0.751,
  "symbols": ["O", "H", "H", "O", "H", "O", "H", "H", "O", "H", "H", "O", "H", "H", "O", "H", "H", "O", "H", "H", "O", "H", "H", "O", "H", "H", "O", "H", "H", "O", "H", "H", "O", "H", "H", "O", "H", "H", "O", "H", "H", "O", "H", "H", "O", "H", "H", "O", "H", "H", "O", "H", "H", "H", "H"],
  "positions_angstrom": [[-2.49, 1.51, -4.97], [1.93, -1.41, -3.04], [-2.22, 0.72, -4.62], [-3.29, -0.27, 2.86], [0.88, -1.98, 0.99], [-4.17, -2.41, -0.21], [-3.33, -2.35, -0.43], [-1.28, 1.87, 1.49], [0.57, -3.69, 1.96], [-2.54, -0.61, 3.25], [0.51, -3.76, 2.83], [2.88, -2.31, 4.10], [3.55, -2.95, 4.37], [2.87, -1.85, 4.83], [1.65, -1.32, 0.65], [1.82, -1.75, -0.11], [-2.59, 0.53, 2.10], [-0.05, -1.21, 2.86], [1.62, 3.72, -3.46], [1.34, 2.14, -5.85], [-4.29, 1.45, -2.42], [-3.31, 1.39, -2.61], [-4.66, 2.26, -2.70], [4.80, -1.25, 1.78], [5.00, -2.18, 1.50], [-1.46, 1.78, 3.04], [-1.33, 1.13, 2.29], [0.27, -0.63, 2.15], [-0.22, -3.48, 1.56], [1.03, 1.65, 3.38], [1.47, 0.90, 2.97], [1.05, 2.36, 2.56], [5.16, 1.45, 0.39], [5.64, 0.83, 0.97], [5.85, 1.71, -0.39], [1.51, -0.73, -2.55], [4.06, -1.20, 1.13], [1.85, -0.04, -3.06], [-0.61, -0.41, -0.67], [-0.53, -0.81, -1.46], [0.36, -0.62, -0.41], [-1.35, -3.13, -0.18], [-1.78, -4.03, -0.26], [-2.04, -2.66, 0.06], [-2.59, 3.29, 0.99], [-1.90, 2.14, -5.30], [-2.25, 3.51, 0.05], [1.42, 4.43, -4.16], [-4.72, -2.32, -1.10], [1.32, 5.28, -3.80], [0.76, 1.78, -5.19], [-4.05, -0.68, 2.54], [0.71, 2.63, -4.71], [0.76, -1.67, 3.22], [-3.55, 3.23, 0.80]],
  "lowdin_spin": [0.010, 0.002, 0.003, 0.096, 0.003, 0.027, 0.005, 0.047, 0.008, 0.026, 0.002, 0.006, 0.001, 0.001, 0.013, 0.003, 0.053, 0.039, 0.007, 0.001, 0.034, 0.009, 0.004, 0.003, 0.000, 0.040, 0.104, 0.010, 0.003, 0.048, 0.010, 0.032, 0.006, 0.000, 0.000, 0.007, 0.001, 0.002, 0.046, 0.004, 0.004, 0.017, 0.004, 0.007, 0.090, 0.001, 0.054, 0.018, 0.005, 0.001, 0.005, 0.031, 0.001, 0.004, 0.040]
}

***

[5]
{
  "formula": "H37O18",
  "method": "the ωB97M-V functional and the def2-TZVPD basis",
  "orbital_gap_ev": [9.57, 1.78],
  "largest_force_ev_per_a": 4.02,
  "e_homo_ev": [-15.3, -15.2],
  "total_charge": 2,
  "spin_multiplicity": 2,
  "s_squared": 0.756,
  "symbols": ["O", "H", "H", "O", "H", "O", "H", "H", "O", "H", "H", "O", "H", "H", "O", "H", "H", "O", "H", "H", "O", "H", "H", "O", "H", "H", "O", "H", "H", "O", "H", "H", "O", "H", "H", "O", "H", "H", "O", "H", "H", "O", "H", "H", "O", "H", "H", "O", "H", "H", "O", "H", "H", "H", "H"],
  "positions_angstrom": [[-3.46, 0.67, 0.18], [0.65, -2.48, 0.51], [0.36, 2.31, -1.06], [0.79, 2.40, -0.23], [-4.33, 0.99, 0.31], [-3.68, -3.75, -1.82], [-4.30, -3.07, -2.27], [2.95, -1.87, 1.50], [4.72, 1.22, -2.31], [5.14, 2.18, 1.50], [5.38, 1.71, -1.83], [2.36, 0.23, -0.29], [1.69, 0.93, -0.30], [2.28, -0.21, -1.16], [-2.73, 5.18, -0.15], [-2.02, 5.48, -0.68], [-3.53, 5.64, -0.10], [2.70, 0.74, -5.09], [-1.15, 1.39, 3.34], [3.19, -0.42, 0.51], [1.56, -1.04, 3.58], [0.69, -1.23, 3.31], [2.07, -1.43, 4.26], [3.11, -0.69, -2.86], [3.18, -0.78, -3.86], [2.85, -0.60, 2.20], [3.44, -0.96, 1.53], [2.00, 1.35, -5.00], [4.25, 0.55, -1.68], [-2.01, -3.84, 2.59], [-2.21, -4.47, 3.28], [-2.67, -4.12, 1.92], [-0.98, 4.61, 1.99], [-1.50, 4.26, 1.21], [-1.12, 3.96, 2.66], [1.15, -1.86, 1.10], [2.50, -1.44, -2.79], [0.26, -1.78, 1.52], [-1.54, -2.98, -3.87], [-1.90, -2.77, -3.02], [-2.01, -3.76, -4.22], [-1.61, 0.66, -1.15], [-2.62, 0.47, -0.96], [-1.55, 0.23, -2.01], [4.33, 1.59, 1.58], [-2.79, 1.03, 0.72], [3.72, 2.34, 1.72], [-1.37, 2.19, 2.84], [-4.24, -4.32, -1.27], [-1.90, 2.61, 3.56], [-4.37, -3.86, 1.54], [-4.68, -3.35, 2.28], [-4.43, -3.32, 0.76], [3.34, 1.13, -4.49], [0.03, 2.35, 0.49]],
  "lowdin_spin": [0.000, 0.000, 0.000, 0.007, 0.000, 0.000, 0.000, 0.000, 0.211, 0.000, 0.002, 0.001, 0.000, 0.000, 0.091, 0.001, 0.000, 0.064, 0.000, 0.000, 0.000, 0.000, 0.000, 0.049, -0.001, 0.000, 0.000, 0.000, -0.002, 0.000, 0.000, 0.000, 0.558, 0.000, 0.008, 0.000, 0.000, 0.000, 0.000, 0.000, 0.000, 0.000, 0.000, 0.000, 0.001, 0.000, 0.000, 0.010, 0.000, 0.000, 0.000, 0.000, 0.000, 0.000, -0.001]
}